Record 1
A structure of composition C36H53N2O7SSi2Ti at a distorted geometry. Source: OMol25; level of theory: wB97M-V/def2-TZVPD.

The energy above the lowest of the compared OMol25 structures with the same formula, charge and spin is 44.8 kcal per mole. For the HOMO energy, the calculation gives -8.2 eV. The HOMO-LUMO gap is 0.220 Ha. For the LUMO energy, the calculation gives -0.082 hartree.

The geometry in ORCA input format:
```
! wB97M-V def2-TZVPD RIJCOSX def2/J DEFGRID3
* xyz 1 1
Ti 0.042 -0.858 0.495
S -1.989 0.939 -2.281
Si 2.991 -2.292 1.716
Si 1.897 0.043 -0.949
O 0.774 -3.217 -0.481
O -1.496 -1.604 -0.218
O 1.333 -2.087 1.435
O -1.748 0.171 1.525
O -1.097 -2.662 2.443
O 0.643 0.292 1.841
O -1.059 0.774 -1.125
N -3.700 -1.843 -0.641
N 0.703 1.540 3.706
C 0.079 2.070 4.904
C 5.997 0.589 -0.340
C 0.052 0.844 2.785
C 4.045 -1.021 0.837
C 1.398 1.182 -6.268
C 5.369 -1.020 1.302
C 0.256 -4.675 2.495
C -3.347 3.080 -0.971
C 3.685 -0.185 -0.235
C 0.467 -2.913 0.688
C 1.773 1.964 -0.734
C 1.736 2.185 -5.373
C 4.691 0.606 -0.799
C -2.676 -1.402 0.102
C -2.948 -0.552 1.336
C 3.598 -4.013 1.271
C -0.742 0.958 -5.201
C -4.023 5.386 -0.731
C 0.156 0.569 -6.182
C -1.377 2.388 -3.229
C 6.343 -0.224 0.730
C 3.065 -2.022 3.597
C -2.296 4.497 0.675
C -2.422 3.260 0.059
C -3.527 1.746 -1.639
C -0.404 1.958 -4.292
C -1.469 0.735 2.789
C -1.556 -4.423 0.776
C -0.494 -3.685 1.606
C 0.840 2.568 -4.386
C 2.157 1.664 3.638
C -4.138 4.156 -1.362
C 2.085 -0.279 -2.822
C -3.424 -2.634 -1.835
C -5.062 -1.915 -0.148
C -3.100 5.559 0.288
H 6.749 1.207 -0.816
H 0.781 -5.396 1.870
H 2.702 2.667 -5.440
H -1.560 4.635 1.458
H -3.945 1.007 -0.954
H -4.024 -2.253 -2.662
H -4.653 6.210 -1.039
H 7.358 -0.247 1.106
H -0.113 -0.213 -6.881
H 2.533 1.205 2.729
H -3.786 0.134 1.187
H -1.417 -5.500 0.845
H 4.480 -4.240 1.875
H -1.470 -4.138 -0.270
H 1.111 3.344 -3.680
H 0.357 3.117 5.023
H 0.798 2.337 -1.056
H -1.004 1.995 4.856
H -0.455 -5.221 3.122
H 2.868 -4.801 1.452
H 0.428 1.520 5.781
H -3.004 6.521 0.775
H -2.260 2.866 -3.661
H 2.176 -1.486 3.938
H -4.856 4.028 -2.165
H 1.896 2.228 0.320
H 2.466 -1.285 -3.006
H -2.555 -4.182 1.147
H 0.978 -4.170 3.137
H -1.783 2.439 0.351
H -1.938 1.719 2.877
H 2.425 2.721 3.652
H 2.101 0.877 -7.032
H 3.890 -4.066 0.222
H 2.779 0.434 -3.275
H -1.714 0.481 -5.143
H -2.370 -2.560 -2.088
H -3.684 -3.682 -1.669
H 1.127 -0.185 -3.342
H -5.246 -1.191 0.642
H -3.158 -1.191 2.199
H 3.121 -2.961 4.152
H 5.641 -1.670 2.131
H -1.445 -3.097 3.230
H -1.811 0.090 3.604
H 2.615 1.173 4.499
H 4.447 1.257 -1.632
H 2.541 2.503 -1.296
H -5.747 -1.706 -0.970
H -5.290 -2.913 0.236
H -4.191 1.820 -2.502
H -0.919 3.059 -2.504
H 3.947 -1.439 3.868
*
```

Atom charges from the Löwdin analysis, given in e for atoms 1 to 5: 0.85 1.01 0.56 0.65 0.02

Record 2
A structure of composition C36H53N7O4SiW. Source: OMol25; level of theory: wB97M-V/def2-TZVPD.

The energy above the lowest of the compared OMol25 structures with the same formula, charge and spin is 0.7 kcal per mole. As for the expectation value of S²: 2.02. For the HOMO energy (spin up / spin down), the calculation gives -13.3 / -13.4 eV. The HOMO-LUMO gap (spin up / spin down) is 0.249 / 0.240 Ha. For the LUMO energy (spin up / spin down), the calculation gives -0.240 / -0.251 hartree.

The geometry in ORCA input format:
```
! wB97M-V def2-TZVPD RIJCOSX def2/J DEFGRID3
* xyz 2 3
W 1.018 -0.365 -0.002
Si -2.188 -1.580 -0.057
O -2.379 -2.551 1.219
O -3.311 -0.478 -0.329
O -0.789 -0.647 0.156
O -1.857 -2.626 -1.254
N 1.252 1.655 -0.020
N 1.210 -4.824 0.002
N 2.085 3.833 0.114
N 0.683 -7.021 0.052
N 3.529 2.068 0.021
N 1.188 -2.401 0.013
N -1.017 -5.511 -0.310
C 4.022 0.753 0.032
C -2.598 3.344 0.199
C -0.082 2.242 0.026
C 3.191 -0.393 0.040
C -2.642 -3.512 -3.335
C -5.249 -1.765 -1.057
C 1.088 -3.570 0.015
C 4.841 5.765 1.662
C 3.793 4.855 1.545
C -0.041 2.551 -2.498
C -1.707 -2.495 -2.702
C 3.160 4.771 0.304
C -2.412 -0.930 3.061
C 3.369 4.014 2.719
C -5.100 0.726 -1.316
C 2.277 2.510 0.045
C -4.764 -0.465 -0.436
C 0.263 -5.768 -0.091
C -1.961 2.918 1.359
C -5.341 -0.290 0.958
C 3.536 5.568 -0.770
C 5.431 0.703 0.040
C -0.697 2.366 1.270
C -0.831 -2.869 3.037
C -1.977 3.213 -1.032
C -0.702 2.660 -1.151
C -2.222 -2.385 2.659
C 5.280 -1.700 0.063
C -0.261 -2.829 -3.037
C -2.042 -1.082 -3.148
C 6.265 1.958 0.036
C 6.038 -0.534 0.055
C 4.571 6.476 -0.622
C 3.910 -1.621 0.058
C 5.228 6.565 0.598
C -3.287 -3.266 3.290
H 0.014 -3.806 -2.638
H -0.689 -3.909 2.736
H -1.907 -1.002 -4.227
H -0.129 -2.860 -4.119
H 6.082 2.578 0.919
H 1.661 -7.186 0.225
H -4.864 -2.630 -0.511
H 4.226 2.800 0.040
H -3.222 -3.223 4.378
H -2.442 3.021 2.322
H 5.769 -2.664 0.074
H -3.156 -4.303 2.981
H -1.711 -0.275 2.538
H 3.371 -2.551 0.065
H -0.173 2.030 2.157
H 0.489 3.474 -2.749
H -5.141 -1.168 1.574
H 6.085 2.570 -0.853
H -1.346 -4.565 -0.482
H -4.949 -1.840 -2.103
H -3.679 -3.312 -3.072
H 0.687 1.740 -2.542
H 3.817 3.017 2.689
H 0.428 -2.082 -2.638
H -2.550 -3.482 -4.420
H -3.585 3.784 0.257
H 7.323 1.707 0.039
H -0.785 2.386 -3.275
H -1.690 -6.258 -0.367
H -4.629 0.628 -2.294
H -2.487 3.545 -1.928
H -0.058 -2.257 2.570
H 0.071 -7.810 -0.060
H -1.383 -0.348 -2.673
H 6.040 7.268 0.724
H -2.388 -4.519 -3.001
H -6.337 -1.807 -1.019
H -0.698 -2.810 4.117
H -4.752 1.649 -0.851
H 3.683 4.481 3.650
H 4.864 7.105 -1.451
H 2.286 3.891 2.753
H -4.283 -2.938 2.993
H 7.119 -0.590 0.063
H -3.072 -0.819 -2.911
H -6.421 -0.160 0.898
H -6.178 0.795 -1.460
H -4.915 0.591 1.440
H 5.348 5.858 2.614
H -2.234 -0.824 4.131
H 3.015 5.470 -1.714
H 1.133 4.168 0.077
H -3.425 -0.592 2.851
*
```

Atom charges from the Löwdin analysis, given in e for atoms 1 to 5: 1.75 0.07 -0.09 -0.08 -0.37

Record 3
A structure of composition C36H53NP2Sn at a distorted geometry. Source: OMol25; level of theory: wB97M-V/def2-TZVPD.

The energy above the lowest of the compared OMol25 structures with the same formula, charge and spin is 0.0 kcal per mole. For the HOMO energy (spin up / spin down), the calculation gives -12.1 / -12.1 eV. The HOMO-LUMO gap (spin up / spin down) is 0.197 / 0.196 Ha. For the LUMO energy (spin up / spin down), the calculation gives -0.248 / -0.247 hartree.

The geometry in ORCA input format:
```
! wB97M-V def2-TZVPD RIJCOSX def2/J DEFGRID3
* xyz 2 1
Sn -0.029 -0.738 0.241
P -1.191 -0.675 -1.964
P 2.114 0.586 -0.384
N -0.859 1.799 2.642
C -0.724 3.386 0.808
C -3.219 2.040 3.173
C 1.024 -1.876 3.599
C 0.658 1.372 -5.381
C 1.539 0.352 -4.706
C -1.451 -1.317 -4.701
C 0.037 0.654 -2.414
C 0.717 -1.587 -6.057
C -2.939 -0.216 -1.744
C -0.350 2.965 2.115
C -1.572 1.923 4.983
C 3.299 -0.640 -1.032
C -1.402 -4.037 1.759
C 1.466 -0.983 -4.915
C -1.859 1.891 3.586
C -0.708 -2.096 -5.742
C -4.204 2.379 4.088
C 3.005 1.811 0.599
C 0.880 5.053 2.409
C -0.648 -2.452 -2.136
C 1.101 -3.318 1.806
C 0.429 5.481 1.150
C -3.879 2.517 5.449
C -0.364 4.647 0.351
C -1.450 0.043 -4.655
C 3.351 -2.252 2.550
C -2.569 2.268 5.894
C -0.293 -2.369 3.385
C 0.511 3.797 2.881
C 1.613 -4.190 0.720
C -0.249 -3.266 2.279
C 1.148 1.427 -1.676
C 1.887 -2.467 2.634
C -0.794 0.911 -5.680
C -1.482 -1.989 4.176
C 1.390 -0.896 4.644
H 2.471 -0.703 4.650
H -3.473 -0.202 -2.702
H -0.844 0.463 -6.683
H 0.685 6.485 0.792
H -2.311 2.331 6.952
H 0.292 -2.684 -1.607
H -3.027 0.783 -1.287
H -0.538 1.741 5.279
H 2.025 -5.121 1.148
H 3.601 -1.181 2.526
H 0.829 3.441 3.857
H 2.383 0.774 -4.140
H 3.920 -0.209 -1.829
H -4.632 2.818 6.165
H -1.561 -0.896 4.260
H -1.360 2.709 0.235
H 2.788 -1.529 -1.428
H -3.432 -0.957 -1.095
H 2.306 2.529 1.045
H 1.890 1.778 -2.407
H -0.485 -2.708 -3.192
H 1.086 1.689 -6.349
H -1.668 -4.845 2.461
H 0.867 0.061 4.479
H -2.293 -3.402 1.648
H 2.080 -1.672 -4.322
H 1.504 5.706 3.027
H 0.529 0.069 -3.211
H -1.441 -3.111 -1.745
H -2.400 -2.363 3.710
H 1.291 -2.471 -6.391
H 0.623 2.271 -4.744
H 3.784 -2.736 1.667
H 0.713 2.337 -1.251
H 3.541 1.297 1.410
H -3.436 1.914 2.111
H -2.221 -1.891 -4.172
H -1.394 1.836 -5.729
H 1.103 -1.260 5.644
H 0.677 -0.905 -6.926
H 0.823 -4.493 0.018
H 2.429 -3.717 0.150
H -0.544 1.430 -2.919
H 3.959 -0.972 -0.214
H -5.232 2.541 3.752
H -1.270 -2.094 -6.694
H 3.735 2.359 -0.014
H 3.849 -2.680 3.434
H -2.178 0.582 -4.037
H -0.656 -3.146 -5.422
H -0.705 4.978 -0.637
H -1.186 -4.509 0.791
H -1.429 -2.398 5.197
*
```

Atom charges from the Löwdin analysis, given in e for atoms 1 to 5: 1.07 0.73 0.74 0.16 -0.07

Record 4
A cluster of 15 separate species, C36H54Cl42O4PS in total at a distorted geometry. Source: OMol25; level of theory: wB97M-V/def2-TZVPD.

For the HOMO energy, the calculation gives -11.2 eV. The HOMO-LUMO gap is 0.304 Ha. For the LUMO energy, the calculation gives -0.108 hartree.

The geometry in ORCA input format:
```
! wB97M-V def2-TZVPD RIJCOSX def2/J DEFGRID3
* xyz 1 1
Cl 3.068 -6.698 -1.288
Cl 4.467 6.468 -8.132
Cl 1.866 -0.625 8.214
Cl -7.269 -2.435 5.666
Cl 1.754 -2.130 5.729
Cl 1.354 -6.488 2.916
Cl -5.734 2.375 -4.366
Cl -1.516 -6.056 2.683
Cl -0.303 -7.928 -3.844
Cl 5.506 -0.243 4.524
Cl -9.795 -1.304 6.544
Cl 0.422 4.726 -5.812
Cl 2.012 6.425 -9.684
Cl 6.168 -7.549 4.724
Cl 3.653 -6.376 5.575
Cl -6.347 4.930 -5.596
Cl -3.536 5.721 1.740
Cl -0.904 5.008 0.753
Cl -9.259 -1.632 3.711
Cl 5.287 2.010 -9.739
Cl -0.041 -4.957 4.929
Cl 3.426 2.621 -11.878
Cl -0.078 0.969 -3.452
Cl -4.981 2.886 -7.137
Cl 0.462 -6.776 -0.011
Cl 2.298 0.722 5.678
Cl -1.246 3.504 -7.848
Cl 7.167 1.612 3.089
Cl 7.223 3.592 -12.375
Cl 7.265 1.548 6.006
Cl 5.719 5.824 -11.299
Cl 2.495 8.568 -7.787
Cl -2.968 2.987 0.968
Cl 2.316 2.033 -2.206
Cl 2.555 2.781 -9.114
Cl 2.534 0.307 -4.532
Cl 3.762 -9.171 4.803
Cl -1.398 -10.452 -2.924
Cl 1.949 -9.233 -0.415
Cl -2.887 -7.994 -2.520
Cl -1.829 3.070 -5.037
Cl 6.344 5.732 -14.132
S -3.570 -0.046 3.441
P -4.575 1.410 4.693
O 3.363 3.344 3.387
O -4.205 1.200 6.204
O -4.009 2.810 4.240
O -6.009 1.307 4.415
C 1.587 -7.635 -1.066
C -2.298 4.468 1.678
C 3.544 1.657 1.629
C -5.483 0.446 0.951
C 2.512 -0.776 6.582
C -4.838 0.916 -0.334
C -6.173 3.196 -5.878
C -3.958 0.191 -1.124
C -1.218 4.213 -6.239
C 2.172 -1.329 0.651
C -4.628 2.794 -1.927
C 4.586 -0.562 1.087
C -1.780 -8.865 -3.582
C -4.933 -1.115 2.892
C 4.642 -7.839 5.555
C -5.191 -0.985 1.394
C 6.902 5.321 -12.512
C 1.964 3.350 3.448
C -2.443 -1.062 4.442
C -0.527 -0.770 2.731
C -0.156 -6.307 3.789
C 0.891 -2.905 2.262
C 3.910 2.997 -10.226
C -3.369 0.749 -2.281
C 2.160 -2.122 1.968
C 6.257 1.358 4.577
C -8.564 -1.279 5.293
C 4.715 0.959 0.921
C -5.162 2.223 -0.759
C -0.955 -0.809 4.198
C 3.852 3.094 2.064
C -3.701 2.041 -2.695
C 3.620 -1.254 0.121
C -0.427 -2.149 2.077
C 1.568 1.539 -3.729
C 2.745 6.860 -8.141
H -0.435 -1.641 4.676
H -8.128 -0.287 5.259
H 4.860 -8.113 6.579
H -5.189 1.174 1.716
H -7.126 2.810 -6.218
H 3.055 -2.740 2.031
H 2.268 -1.382 2.773
H 3.573 -0.976 6.653
H -0.610 -2.039 1.007
H -2.264 -8.999 -4.540
H 2.697 1.700 0.939
H -2.673 -2.117 4.305
H -4.354 -1.462 0.890
H 4.920 3.297 2.117
H -4.209 0.267 6.463
H -4.569 -2.131 3.058
H 3.398 3.827 1.388
H -2.638 -0.856 5.494
H 5.467 2.099 4.613
H 1.526 3.859 2.584
H -1.212 -2.817 2.451
H 4.355 -0.761 2.132
H -5.821 -1.007 3.507
H 1.636 3.838 4.364
H 1.552 2.330 3.455
H 1.517 2.406 -4.376
H 1.774 -0.325 0.789
H -2.665 0.137 -2.826
H -3.674 -0.823 -0.870
H -0.633 0.102 4.704
H 3.232 1.079 2.501
H -6.060 -1.614 1.198
H -1.205 -0.172 2.114
H 1.608 -1.856 -0.124
H 5.577 -0.985 0.903
H -0.341 -7.212 4.352
H 4.747 1.231 -0.135
H -3.206 2.424 -3.577
H 7.824 5.853 -12.325
H -5.837 2.849 -0.184
H 3.953 -2.291 0.036
H -6.559 0.576 0.837
H -4.334 2.940 3.329
H 4.209 4.035 -10.190
H 0.859 -3.736 1.550
H 0.418 -0.227 2.696
H 1.114 -7.762 -2.032
H -4.884 3.793 -2.243
H 5.647 1.268 1.389
H -1.858 5.085 -6.236
H -1.981 4.256 2.692
H 0.947 -3.359 3.253
H 2.261 6.280 -7.366
H 3.673 -0.828 -0.881
*
```

Atom charges from the Löwdin analysis, given in e for atoms 1 to 5: 0.53 0.52 0.56 0.51 0.58